No. 1
C12H28N3O9P2S | ωB97M-V with the def2-TZVPD basis set

Computed properties:
Net charge: +1
2S+1: 1
Kohn-Sham gap: 5.85 eV
LUMO: -0.1824 Ha
E: -65189.448 eV

Geometry (Å):
C -1.248 -3.567 2.212
C -1.117 -2.438 0.984
O -0.257 -2.711 0.001
N -2.029 -1.239 1.090
C -1.610 -0.088 0.206
C -3.451 -1.694 0.839
C -4.109 -2.700 -0.277
N -5.604 -2.755 0.078
C -5.885 -1.871 1.299
N -4.562 -1.231 1.756
S -4.447 -0.182 3.157
H -1.396 -2.922 3.204
H -0.284 -4.231 2.227
H -2.246 -4.180 2.019
H -0.823 0.567 0.817
H -2.514 0.661 -0.014
H -1.113 -0.386 -0.809
H -3.534 -3.270 -1.123
H -6.368 -3.312 -0.382
H -6.935 -1.711 1.836
H -3.891 -0.846 4.265
C -1.706 3.576 2.522
O -0.343 3.197 2.554
P 0.745 4.502 2.876
O 0.534 5.016 1.443
O 2.013 3.456 2.907
C 2.288 2.676 1.756
O 1.833 5.808 3.198
C 1.339 7.111 2.948
H -2.321 2.691 2.705
H -1.917 4.321 3.295
H -1.955 3.981 1.537
H 1.943 3.149 0.834
H 1.814 1.697 1.865
H 3.370 2.533 1.684
H 0.279 7.182 3.200
H 1.494 7.369 1.897
H 1.901 7.820 3.563
C 1.951 0.165 -3.840
O 2.577 -0.819 -4.643
P 2.677 -2.378 -3.900
O 3.806 -1.860 -2.994
O 3.318 -3.008 -5.276
C 4.529 -2.471 -5.779
O 2.777 -3.936 -3.156
C 2.661 -3.966 -1.745
H 1.584 0.965 -4.488
H 1.107 -0.265 -3.293
H 2.676 0.584 -3.137
H 5.147 -2.024 -4.998
H 4.300 -1.721 -6.539
H 5.098 -3.279 -6.247
H 1.949 -3.215 -1.396
H 3.641 -3.793 -1.292
H 2.313 -4.958 -1.445

These are the Löwdin partial charges, in e, on atoms 1 to 6: -0.017 -0.292 -0.015 -0.098 -0.072 -0.137

***

No. 2
C14H35O21Zn2 | ωB97M-V with the def2-TZVPD basis set

Computed properties:
Net charge: -2
2S+1: 2
Kohn-Sham gap (spin up / spin down): 1.60 / 1.81 eV
LUMO (spin up / spin down): 0.0106 / 0.0043 Ha
Expectation value of S²: 0.902
E: -154917.339 eV

Geometry (Å):
Zn 3.206 -0.044 -1.930
Zn -0.507 -2.570 -1.731
C 2.352 -2.235 2.233
C 1.339 -2.886 3.105
O 0.133 -2.649 2.863
O 1.776 -3.563 4.081
H 1.928 -1.894 1.289
H 3.088 -2.927 1.823
H 2.803 -1.440 2.827
C -3.827 2.366 1.736
C -4.428 0.997 1.442
O -4.779 0.717 0.279
O -4.712 0.203 2.364
H -4.034 2.655 2.767
H -4.136 3.163 1.059
H -2.762 2.220 1.556
C 5.820 -1.462 0.900
C 5.112 -0.142 0.703
O 4.223 -0.002 -0.138
O 5.449 0.947 1.341
H 6.725 -1.166 1.431
H 6.082 -1.946 -0.041
H 5.292 -2.184 1.523
C -4.013 -3.601 -0.339
C -3.613 -2.370 -1.121
O -2.421 -2.108 -1.112
O -4.534 -1.710 -1.667
H -4.242 -4.399 -1.045
H -4.935 -3.359 0.190
H -3.219 -3.845 0.367
C 0.293 0.662 0.931
C 0.651 0.364 -0.550
O 1.580 1.020 -1.095
O 0.201 -0.714 -1.021
H 1.073 1.237 1.430
H 0.134 -0.252 1.502
H -0.604 1.265 0.787
C -0.114 4.644 1.694
C 0.836 5.695 1.132
O 1.804 6.126 1.751
O 0.694 6.060 -0.056
H 0.256 4.432 2.697
H -0.175 3.686 1.176
H -1.143 5.000 1.727
C -0.924 -0.823 -5.909
C -1.353 -1.769 -4.678
O -0.749 -1.746 -3.564
O -2.486 -2.349 -4.816
H 0.142 -0.630 -5.788
H -1.379 0.164 -5.824
H -1.268 -1.307 -6.823
O 2.003 -0.073 -3.842
H 1.233 -0.632 -3.947
H 2.375 -0.010 -4.722
O 3.101 2.929 0.485
H 3.017 3.556 -0.233
H 2.619 2.157 0.186
O -2.502 0.715 -1.309
H -1.643 0.349 -1.100
H -2.406 1.655 -1.156
O 0.519 0.068 4.578
H -0.256 0.620 4.475
H 0.216 -0.814 4.361
O -2.426 -1.725 1.990
H -2.149 -1.325 1.166
H -1.648 -2.181 2.310
O 0.474 3.464 -2.243
H 0.757 2.589 -1.976
H 0.763 4.036 -1.532
O -0.383 -3.421 0.064
H -0.118 -4.340 0.029
H -0.179 -3.146 0.957

These are the Löwdin partial charges, in e, on atoms 1 to 6: 1.061 0.898 -0.036 -0.767 -0.087 -0.063

***

No. 3
C5H8N2 | ωB97M-V with the def2-TZVPD basis set

Computed properties:
2S+1: 1
Kohn-Sham gap: 9.19 eV
LUMO: 0.0225 Ha
E: -8291.710 eV

Geometry (Å):
C 1.253 -0.356 -0.877
C 0.038 -0.045 -0.005
C 0.243 1.151 0.911
N -1.124 0.166 -0.867
C -2.267 -0.383 -0.455
C -0.231 -1.275 0.812
N -0.209 -2.161 1.556
H 2.115 -0.550 -0.236
H 1.468 0.502 -1.521
H 1.079 -1.240 -1.503
H 0.522 2.019 0.306
H -0.675 1.391 1.457
H 1.034 0.937 1.628
H -0.915 0.082 -1.863
H -2.329 -0.239 0.657

These are the Löwdin partial charges, in e, on atoms 1 to 6: -0.029 -0.585 -0.024 -0.076 0.040 -0.208

***

No. 4
C5H9N2S | ωB97M-V with the def2-TZVPD basis set

Computed properties:
Net charge: +1
2S+1: 1
Kohn-Sham gap: 7.98 eV
LUMO: -0.1690 Ha
E: -19138.342 eV

Geometry (Å):
C -0.171 1.559 -0.386
C 0.855 2.407 -0.561
C 1.409 0.014 -0.509
C 2.164 -1.273 -0.621
C -1.574 -1.145 1.055
N 0.109 0.237 -0.340
N -2.703 -0.536 1.068
S 2.305 1.473 -0.741
H -1.306 1.863 -0.359
H 0.612 3.414 -0.842
H 1.360 -2.093 -0.502
H 2.496 -1.297 -1.638
H 2.980 -1.140 0.014
H -1.258 -1.801 0.206
H -0.863 -0.937 1.805
H -2.935 0.069 1.934
H -3.479 -0.814 0.417

These are the Löwdin partial charges, in e, on atoms 1 to 6: -0.298 -0.376 -0.623 -0.062 0.075 -0.023

***

No. 5
C21H84O21 | ωB97M-V with the def2-TZVPD basis set

Computed properties:
2S+1: 1
Kohn-Sham gap: 9.35 eV
LUMO: 0.0027 Ha
E: -66128.724 eV

Geometry (Å):
C -14.168 -4.665 -19.173
O -14.120 -4.460 -20.607
H -13.273 -5.146 -18.741
H -14.209 -3.612 -18.832
H -15.096 -5.151 -18.847
H -14.114 -5.378 -20.937
C -16.484 -2.139 -13.987
O -17.648 -2.172 -13.171
H -16.071 -3.140 -14.115
H -16.765 -1.843 -15.013
H -15.726 -1.441 -13.587
H -18.104 -1.375 -13.458
C -10.100 -5.984 -11.833
O -9.698 -6.943 -10.884
H -9.516 -5.992 -12.728
H -11.121 -6.182 -12.118
H -10.023 -4.981 -11.416
H -8.817 -6.679 -10.638
C -10.367 -5.598 -19.113
O -10.465 -7.024 -19.404
H -10.504 -5.343 -18.063
H -9.329 -5.327 -19.363
H -11.059 -5.003 -19.707
H -11.377 -7.283 -19.202
C -15.217 -8.109 -21.284
O -14.072 -7.299 -20.968
H -16.217 -7.728 -20.973
H -15.181 -8.362 -22.341
H -15.059 -9.077 -20.788
H -13.846 -7.421 -20.036
C -12.491 -7.836 -16.813
O -12.851 -7.974 -18.186
H -11.486 -7.435 -16.699
H -13.183 -7.204 -16.233
H -12.545 -8.861 -16.424
H -13.689 -8.466 -18.182
C -16.119 -9.112 -13.315
O -15.081 -8.474 -14.048
H -17.041 -9.010 -13.900
H -15.897 -10.201 -13.171
H -16.285 -8.693 -12.330
H -14.212 -8.780 -13.709
C -20.183 -8.823 -14.354
O -20.633 -8.380 -13.092
H -19.100 -8.630 -14.439
H -20.304 -9.912 -14.459
H -20.707 -8.307 -15.178
H -21.556 -8.607 -12.992
C -14.217 -6.196 -11.029
O -13.906 -6.540 -9.674
H -14.121 -7.090 -11.652
H -15.225 -5.780 -11.194
H -13.506 -5.426 -11.374
H -14.701 -6.525 -9.110
C -12.053 -4.386 -14.657
O -13.057 -4.263 -13.674
H -12.392 -3.870 -15.547
H -11.126 -3.920 -14.327
H -11.918 -5.437 -14.973
H -13.890 -4.584 -14.072
C -12.433 -9.791 -11.516
O -12.603 -9.461 -12.900
H -12.429 -8.895 -10.894
H -13.178 -10.496 -11.191
H -11.442 -10.259 -11.381
H -11.822 -8.952 -13.170
C -22.060 -6.177 -16.319
O -22.969 -7.265 -16.208
H -21.512 -6.064 -15.376
H -21.309 -6.379 -17.079
H -22.537 -5.234 -16.565
H -23.482 -7.234 -17.028
C -12.479 -2.645 -10.783
O -12.829 -2.152 -12.058
H -12.218 -1.829 -10.107
H -13.323 -3.223 -10.307
H -11.624 -3.330 -10.858
H -12.997 -2.961 -12.587
C -18.653 -7.787 -17.740
O -17.708 -7.795 -18.793
H -18.987 -6.762 -17.559
H -19.521 -8.456 -17.911
H -18.196 -8.094 -16.793
H -17.879 -6.978 -19.320
C -15.710 -5.586 -16.084
O -15.231 -5.815 -14.784
H -15.758 -4.533 -16.265
H -15.070 -6.024 -16.861
H -16.701 -5.991 -16.242
H -15.191 -6.779 -14.660
C -15.730 -10.486 -17.944
O -15.277 -9.183 -18.260
H -16.145 -10.950 -18.846
H -14.925 -11.135 -17.593
H -16.485 -10.474 -17.150
H -16.111 -8.738 -18.533
C -12.574 0.262 -17.412
O -13.053 -1.058 -17.267
H -13.261 0.862 -18.013
H -12.514 0.755 -16.417
H -11.606 0.279 -17.931
H -13.944 -0.980 -16.898
C -19.095 -4.085 -16.632
O -20.073 -4.078 -17.646
H -19.402 -3.381 -15.875
H -18.984 -5.028 -16.118
H -18.131 -3.751 -17.067
H -19.656 -4.544 -18.376
C -16.308 -0.906 -18.619
O -15.851 -0.869 -17.274
H -15.458 -1.123 -19.270
H -17.006 -1.745 -18.756
H -16.789 0.015 -18.934
H -16.456 -0.346 -16.742
C -18.212 -5.669 -13.289
O -19.609 -5.446 -13.392
H -17.924 -5.705 -12.197
H -17.961 -6.663 -13.706
H -17.688 -4.848 -13.791
H -20.046 -6.285 -13.253
C -17.785 -4.555 -20.870
O -18.679 -5.537 -20.182
H -16.846 -4.504 -20.330
H -17.592 -4.770 -21.914
H -18.265 -3.600 -20.802
H -19.378 -5.740 -20.809

These are the Löwdin partial charges, in e, on atoms 1 to 6: -0.150 -0.142 0.068 0.082 0.051 0.034